# 1
The following is a quantum chemistry calculation of a cluster of 2 separate species, C6H12N2O2 in total, from the OMol25 dataset.

```
22
Properties=species:S:1:pos:R:3:nbo_charge:R:1
H -1.32685 -0.27647 -2.75487 0.213
C 0.02656 0.80748 -0.59877 -0.048
H 0.01677 1.28798 -1.58740 0.203
H 2.18331 0.51569 -0.44602 0.415
N -0.04194 1.46180 1.65310 -0.679
H -0.78024 -1.07957 0.19952 0.210
C -1.18868 -1.03042 -1.97760 -0.417
N 1.35754 0.90016 -0.00923 -0.634
C 1.34295 1.16191 1.32444 0.788
H -0.18442 2.13860 2.39345 0.403
H -1.82183 1.24165 0.50671 0.200
C 0.20689 -1.53571 -1.73209 -0.421
H -2.01927 -1.72788 -1.86755 0.220
H 0.33838 -2.58197 -1.45498 0.222
H -0.23756 -1.11764 2.52549 0.478
H 0.36639 -2.38751 1.80665 0.463
C -0.79915 1.62897 0.41389 -0.215
O 0.52876 -1.80012 2.55071 -0.938
C -0.44932 -0.62116 -0.73671 -0.244
H -0.83974 2.68739 0.11896 0.189
H 1.00991 -1.12020 -2.34415 0.212
O 2.31155 1.44700 2.01647 -0.620
```

The value obtained for the HOMO-LUMO gap is 0.377 Ha. For the relative energy (zero: lowest compared OMol25 entry of this formula, charge and spin), the calculation gives 19.71 kcal/mol. The highest occupied orbital energy comes out at -9.5 eV. The structure (SMILES) is O=C1NC[C@H](C2CC2)N1.O.



# 2
The following is a quantum chemistry calculation of a structure of composition C34H26N5O6PtS3, from the OMol25 dataset.

```
75
Properties=species:S:1:pos:R:3:mulliken_spin:R:1
C -3.29875 3.04182 0.87593 -0.001
C 4.33096 -4.27149 1.50840 0.000
C 3.43539 3.64243 0.13493 0.175
H -2.51959 -0.61793 -0.90527 -0.002
C 3.30948 -2.14513 1.33759 -0.006
H -1.68346 -0.45313 -4.85232 0.000
H -5.43626 -4.84158 -3.01595 0.000
C -1.64368 4.61201 0.15275 0.000
N 1.32898 -0.44819 -1.07280 0.009
O -2.73709 -1.75906 2.68248 0.001
O 1.64122 -0.51135 1.58459 0.006
H 4.39487 4.29042 3.34678 0.013
H 5.93878 5.75554 -0.33125 0.017
Pt 0.26992 0.82197 0.93756 0.161
H -2.66489 -4.49645 0.75593 0.000
C 0.66374 -0.74437 -2.16039 0.006
H -4.99498 -3.34789 -3.91645 0.000
H 0.20238 3.55417 -0.44357 -0.026
C -4.62731 2.73860 1.32412 -0.001
N 1.81827 2.09945 0.79809 0.053
H 2.94348 -2.70398 -0.81961 -0.001
C 2.43884 2.64063 -0.37886 0.115
O 3.29450 -3.60821 -0.55642 0.000
H -4.53722 -5.22412 -0.83816 0.000
C -5.38891 -3.77256 -2.97298 0.000
C 4.40594 4.37025 -0.53768 -0.065
C 3.64224 -3.34101 0.68000 0.001
N 2.18837 -1.29971 -0.54500 0.006
H -0.04123 0.04324 -5.36230 0.000
H 4.61299 -5.29405 1.14443 0.000
C 2.60817 2.41956 1.89194 0.228
H 0.09699 -2.39171 -5.26379 0.000
C 4.47365 -2.69836 3.38609 0.001
H -1.07089 -2.60077 -4.07030 0.000
C -2.29244 1.95972 0.86581 -0.001
C -2.94851 4.39586 0.52190 -0.002
O 2.42136 2.04167 3.03059 0.807
H -5.36198 3.56313 1.33257 0.000
C -4.06793 -1.92044 -1.77644 0.000
H 4.34965 4.35393 -1.62152 0.002
C -3.05917 -1.56925 -0.89030 0.001
O 2.04766 2.46703 -1.49005 0.183
H 4.78829 -2.61195 4.40541 0.000
C -0.73213 3.52870 0.03697 0.023
S -1.88596 -1.85989 1.52360 0.000
H -5.72337 1.23867 2.43972 0.000
C -4.89204 1.48041 1.75697 0.001
C -4.01905 0.37884 1.51082 0.000
H 6.06037 5.58846 2.19700 0.002
H 3.54545 -0.82329 2.91895 -0.003
C -4.47879 -3.26852 -1.85621 0.000
C 4.80697 -3.90109 2.77918 0.000
H -4.42776 -1.15195 -2.49797 0.000
N -1.02844 2.27162 0.50539 0.004
H -4.34712 -0.63450 1.65429 0.000
H -6.41446 -3.45552 -2.76599 0.000
C -0.25039 -1.92605 -4.35261 0.000
N -1.51792 -0.19558 1.13288 -0.013
C -0.64984 -0.43533 -4.59217 -0.001
H -1.17192 5.62145 -0.04216 0.000
C -2.63718 0.64164 1.24016 -0.005
H 5.47241 -4.62424 3.23833 0.000
C 5.29172 5.04475 1.56147 -0.019
H -3.66071 5.21908 0.60687 0.000
C -3.00587 -3.81360 -0.00044 0.000
C 3.45568 3.52574 1.50341 0.140
C -2.73508 -2.44137 0.14035 0.000
C 3.77288 -1.81515 2.60658 0.000
O -0.56000 -2.46450 1.58796 0.001
C 4.37357 4.29211 2.24671 0.059
S -0.26561 0.43209 -3.08229 0.002
C 5.30018 5.10084 0.18451 0.133
S 0.80045 -2.22002 -3.00139 0.003
C -4.07418 -4.23144 -0.86201 0.000
C 2.32631 -1.24113 0.80461 -0.009
```

Its spin multiplicity is 3. The value obtained for the HOMO-LUMO gap (alpha / beta) is 0.172 / 0.155 Ha. For the relative energy (zero: lowest compared OMol25 entry of this formula, charge and spin), the calculation gives 53.82 kcal/mol. The highest occupied orbital energy (alpha / beta) comes out at -2.7 / -4.6 eV. Its expectation value of S² is 2.02. Its charge is -1.



# 3
The following is a quantum chemistry calculation of a structure of composition C20H34N9PS4Yb, from the OMol25 dataset.

```
69
Properties=species:S:1:pos:R:3:mulliken_spin:R:1
H -0.11555 -2.22173 -0.03279 0.000
C 3.30185 0.06637 2.65381 0.000
H -3.45275 -2.93713 -1.17939 0.000
N 0.22395 3.12007 3.15141 0.001
S -0.83435 5.43667 -0.55869 0.000
N -0.31235 3.22837 4.30961 0.000
H 1.89295 -2.35303 0.00381 0.000
H -1.14275 0.15357 -3.06689 0.000
H -1.55595 -3.95993 0.11671 0.000
C -1.87855 2.84237 2.95861 -0.001
H -3.10275 -4.15243 0.92111 0.000
H 1.19395 0.43217 2.43311 0.000
H -0.48205 1.27717 -5.00639 0.000
N -4.48225 1.90377 0.58421 0.000
N -1.62705 3.05777 4.24521 0.000
C -1.93415 -1.42333 -0.88779 0.000
H -1.60245 -1.75043 -1.87369 0.000
H 1.68705 -1.95983 -4.65819 0.000
H 0.00155 -1.46573 -4.53089 0.000
H 2.42125 -3.23803 2.20461 0.000
H 3.42135 0.70427 3.53091 0.000
H -3.91425 2.67477 3.02391 0.000
H -2.58475 -2.61153 2.62111 0.000
C 0.77795 0.08677 -2.07449 0.001
C 1.01755 -1.21843 -4.21719 0.000
H -0.64235 1.70717 -2.39259 0.000
H 2.71095 0.24517 -0.18399 0.000
H 0.45725 -2.05773 -2.32049 0.000
H 2.35155 0.45457 -4.37749 0.000
C -3.31745 2.27677 1.10471 0.000
H -3.76965 -1.86733 0.18101 0.000
H 1.40705 0.15537 -5.82979 0.000
H 1.67645 0.72037 -2.10369 0.000
C 1.36255 0.17177 -4.73949 0.000
C 2.10425 0.54507 1.83721 0.000
C 2.42915 -1.69753 0.69221 0.000
H 3.49005 -1.79083 0.44791 0.000
S 1.13425 6.00977 -0.66349 0.000
H -2.13695 -0.56753 1.50121 0.000
C -1.80735 -2.68663 1.85911 0.000
H -0.98335 -3.26983 2.28041 0.000
H 1.17515 -2.01223 2.40631 0.000
P 0.33745 0.15667 -0.25839 -0.001
C 0.32155 1.19757 -4.27239 0.000
H -2.39395 -0.43833 -1.00209 0.000
H 2.21165 1.61547 1.61711 0.000
N -3.11245 2.59377 2.41971 0.000
H 4.11365 -1.87553 3.12681 0.000
C 1.12385 -1.27583 -2.68569 0.000
S 2.21865 2.91807 -0.94329 -0.001
C -2.98355 -2.41123 -0.34469 0.000
H 4.20135 0.16967 2.04131 0.000
N -2.34645 2.26117 0.16761 -0.005
C -1.31355 -1.28363 1.48811 0.000
H 0.79665 2.17537 -4.19069 0.000
Yb -0.25015 2.90127 0.12881 1.006
H -0.58255 -0.93513 2.21881 0.000
C -0.74215 -1.33023 0.07051 0.000
H 2.71355 -1.44493 4.09681 0.000
S 2.20815 4.53697 0.32171 0.002
C -0.28025 0.80217 -2.91779 -0.001
N -4.22235 1.66497 -0.69369 0.001
C -2.35685 -3.41373 0.62261 0.000
C 2.21765 -2.16583 2.12841 0.000
N -2.98305 1.86417 -0.95539 0.000
N -0.73655 2.86397 2.23891 -0.002
H 2.14035 -1.54703 -2.39589 0.000
C 3.13145 -1.39753 3.08911 0.000
C 2.00905 -0.23133 0.51261 0.000
```

Its spin multiplicity is 2. The value obtained for the HOMO-LUMO gap (alpha / beta) is 0.263 / 0.262 Ha. For the relative energy (zero: lowest compared OMol25 entry of this formula, charge and spin), the calculation gives 6.23 kcal/mol. The highest occupied orbital energy (alpha / beta) comes out at -4.8 / -4.8 eV. Its expectation value of S² is 0.75. Its charge is -1.